C30H31N11O2STi | ωB97M-V/def2-TZVPD

```
! wB97M-V def2-TZVPD RIJCOSX def2/J DEFGRID3
* xyz 2 3
Ti 0.33 -0.56 1.11
C -2.03 -4.40 0.38
C -1.02 -3.31 0.44
N -0.94 -2.46 1.40
N -1.79 -2.56 2.45
C -1.71 -1.67 3.47
N -2.52 -1.88 4.51
S -0.66 -0.36 3.45
C -0.02 -3.10 -0.64
C 0.24 -4.04 -1.62
C 1.23 -3.78 -2.56
C 1.91 -2.58 -2.50
C 1.59 -1.68 -1.49
N 0.65 -1.94 -0.58
H -3.03 -4.02 0.61
H -2.08 -4.86 -0.60
H -1.80 -5.19 1.11
H -2.38 -3.38 2.53
H -3.13 -2.68 4.57
H -2.50 -1.24 5.28
H -0.30 -4.98 -1.64
H 1.46 -4.51 -3.32
H 2.68 -2.33 -3.21
H 2.09 -0.72 -1.40
N -1.58 0.21 0.31
C -2.53 0.82 0.10
C -3.71 1.58 -0.16
C -4.62 1.13 -1.11
C -5.75 1.89 -1.36
C -5.96 3.08 -0.67
C -5.04 3.52 0.27
C -3.91 2.77 0.54
H -4.44 0.21 -1.65
H -6.47 1.56 -2.10
H -6.84 3.67 -0.88
H -5.21 4.45 0.80
H -3.18 3.10 1.27
N 3.85 -4.27 3.13
N 3.38 -3.02 2.75
N 4.16 -1.96 2.70
C 3.33 -1.05 2.21
N 2.12 -1.58 1.98
N 2.17 -2.85 2.32
H 4.82 -4.14 3.43
H 3.29 -4.62 3.89
H 3.60 -0.03 2.02
C 0.54 -0.23 -4.90
O 1.11 0.31 -3.71
C 0.37 1.25 -3.03
C -0.94 1.59 -3.33
C -1.56 2.60 -2.61
C -0.88 3.27 -1.61
C 0.43 2.93 -1.31
C 1.07 1.91 -2.00
N 2.42 1.55 -1.81
C 3.30 2.15 -0.94
C 3.10 2.47 0.42
C 4.01 3.40 1.01
C 3.88 3.83 2.31
C 2.84 3.35 3.10
C 1.97 2.41 2.58
C 2.10 1.96 1.28
O 1.30 0.93 0.87
H 0.27 0.56 -5.60
H -0.35 -0.83 -4.67
H 1.30 -0.86 -5.34
H -1.46 1.09 -4.13
H -2.58 2.89 -2.87
H -1.36 4.08 -1.08
H 0.97 3.48 -0.55
H 2.84 1.24 -2.68
H 4.27 2.39 -1.37
H 4.80 3.79 0.39
H 4.59 4.54 2.70
H 2.72 3.70 4.12
H 1.17 2.00 3.19
*
```

Summary:
Energy relative to the best compared isomer or geometry (same formula, charge and spin)   11.0 kJ/mol
⟨S²⟩   2.042
HOMO-LUMO gap (alpha / beta)   4.463 / 6.338 eV
E_LUMO (alpha / beta)   -6.11 / -6.08 eV

=====

C30H31N3O5S | ωB97M-V/def2-TZVPD

```
! wB97M-V def2-TZVPD RIJCOSX def2/J DEFGRID3
* xyz 0 1
C -4.03 -0.19 4.22
C -3.13 0.30 5.35
H -2.59 -0.54 5.79
H -3.70 0.82 6.12
O -2.18 1.26 4.89
C -1.08 0.76 4.30
O -0.83 -0.42 4.20
N -0.24 1.74 3.87
C 0.90 1.38 3.05
H 1.82 1.39 3.65
C 1.04 2.36 1.87
N -0.27 2.79 1.44
C -0.93 2.33 0.35
O -2.12 2.53 0.18
C -0.12 1.60 -0.68
C -0.55 0.35 -1.09
C 0.13 -0.35 -2.08
C 1.26 0.25 -2.64
C 1.67 1.51 -2.27
C 0.98 2.20 -1.29
H 1.29 3.19 -1.00
H 2.54 1.93 -2.75
S 2.22 -0.68 -3.87
O 3.31 0.19 -4.28
C 0.85 -0.40 -5.04
C 1.02 0.46 -6.10
C -0.03 0.66 -6.98
C -1.22 -0.01 -6.79
C -1.38 -0.88 -5.73
C -0.34 -1.07 -4.82
C -0.52 -2.06 -3.72
O -0.93 -3.19 -3.95
N -0.26 -1.64 -2.45
C -0.51 -2.58 -1.36
C 0.53 -2.41 -0.28
C 1.86 -2.36 -0.67
C 2.89 -2.13 0.23
C 2.55 -1.98 1.57
C 1.23 -2.06 1.98
C 0.20 -2.26 1.07
C -1.21 -2.33 1.57
H -1.62 -3.33 1.42
H -1.85 -1.62 1.05
H -1.23 -2.10 2.63
H 0.99 -1.96 3.02
H 3.33 -1.80 2.30
C 4.31 -2.06 -0.24
H 4.96 -1.66 0.53
H 4.66 -3.06 -0.50
H 4.39 -1.44 -1.13
H 2.11 -2.50 -1.72
H -0.45 -3.58 -1.80
H -1.52 -2.45 -0.97
H -2.31 -1.41 -5.58
H -2.04 0.14 -7.48
H 0.10 1.33 -7.82
H 1.98 0.95 -6.23
H -1.44 -0.07 -0.64
C -1.03 3.54 2.43
H -2.08 3.30 2.28
C -0.58 3.14 3.85
H 0.30 3.71 4.15
H -1.38 3.33 4.56
H -0.89 4.61 2.28
H 1.57 1.87 1.06
H 1.61 3.25 2.18
H 0.74 0.36 2.68
H -4.78 -0.86 4.62
H -3.44 -0.72 3.48
H -4.52 0.66 3.75
*
```

Summary:
HOMO-LUMO gap   9.148 eV
E_LUMO   0.37 eV